One molecule with the formula C4H8O2, computed with ωB97M-V/def2-TZVPD.

Geometry as ORCA input:
```
! RIJCOSX wB97M-V def2-TZVPD def2/J DEFGRID3
* xyz 0 1
C -1.948 -0.558 -0.431
C -0.554 -0.068 -0.756
O -0.146 0.911 0.193
C 1.258 0.964 0.301
C 1.707 -0.192 1.178
O 2.517 -1.026 0.855
H -2.651 0.275 -0.343
H -1.952 -1.121 0.508
H -2.292 -1.220 -1.234
H 0.140 -0.922 -0.747
H -0.519 0.379 -1.760
H 1.530 1.918 0.768
H 1.751 0.896 -0.675
H 1.158 -0.236 2.144
*
```

The value obtained for the HOMO energy is -9.72 eV. The molecular weight is 88.1 g mol⁻¹. Its total energy is -307.652291 hartree. The calculation puts the frontier orbital gap at 10.7000 eV. The SMILES is CCOCC=O. For the energy relative to the best compared isomer or geometry (same formula, charge and spin), the calculation gives 157.9 kJ/mol. The LUMO energy comes out at 0.98 eV.

***

A 13-piece molecular cluster, C34H101N7O13 overall in a non-equilibrium geometry, computed with ωB97M-V/def2-TZVPD.

Geometry as ORCA input:
```
! RIJCOSX wB97M-V def2-TZVPD def2/J DEFGRID3
* xyz 0 1
C 16.357 18.869 9.609
O 15.251 19.219 10.438
H 17.320 19.236 10.021
H 16.450 17.768 9.493
H 16.219 19.301 8.610
H 15.166 20.187 10.485
C 14.104 15.229 8.311
O 13.993 15.297 6.940
H 14.103 14.167 8.648
H 15.061 15.635 8.657
H 13.220 15.676 8.766
H 14.660 14.794 6.509
C 10.015 18.321 14.038
O 11.172 18.943 13.603
H 9.434 18.983 14.730
H 9.347 18.007 13.255
H 10.261 17.455 14.718
H 11.092 19.441 12.773
C 8.038 17.682 10.597
O 7.287 16.563 10.294
H 9.003 17.499 10.997
H 8.138 18.423 9.813
H 7.438 18.197 11.344
H 7.870 15.990 9.802
C 18.592 15.805 12.850
O 18.146 14.503 12.489
H 18.454 15.967 13.948
H 19.600 15.997 12.517
H 17.982 16.554 12.315
H 17.187 14.508 12.424
C 10.242 15.120 7.828
O 8.884 15.418 8.299
H 10.812 14.510 8.505
H 10.190 14.598 6.829
H 10.812 16.038 7.704
H 8.331 15.516 7.519
C 17.359 12.391 7.480
C 17.658 12.610 8.973
C 17.531 11.396 9.930
O 16.144 11.062 9.952
C 15.875 9.808 10.490
N 19.056 13.180 9.036
H 17.329 13.406 7.058
H 16.435 11.871 7.363
H 18.208 11.757 7.124
H 16.913 13.345 9.330
H 17.892 11.610 10.950
H 18.112 10.546 9.500
H 15.712 9.973 11.559
H 16.710 9.154 10.222
H 14.951 9.352 10.125
H 19.181 13.674 9.927
H 19.687 12.345 9.031
C 8.553 13.263 10.814
C 9.745 13.983 11.487
C 9.759 14.087 12.967
O 9.795 12.852 13.649
C 9.829 13.046 15.068
N 10.987 13.386 11.015
H 8.508 12.365 11.396
H 8.733 13.035 9.745
H 7.579 13.810 10.852
H 9.713 14.987 11.132
H 8.940 14.692 13.400
H 10.653 14.663 13.260
H 10.548 13.816 15.365
H 10.095 12.065 15.443
H 8.831 13.294 15.390
H 11.753 13.821 11.496
H 11.039 12.405 11.328
C 10.909 8.707 12.299
C 12.109 9.014 13.193
C 12.451 10.468 13.335
O 13.587 10.737 14.201
C 13.593 12.014 14.895
N 11.690 8.420 14.483
H 10.672 7.623 12.312
H 11.078 9.018 11.252
H 10.072 9.278 12.724
H 12.983 8.403 12.930
H 11.595 10.976 13.759
H 12.524 10.930 12.380
H 14.611 12.118 15.263
H 12.790 11.929 15.645
H 13.356 12.851 14.225
H 12.494 8.478 15.117
H 10.923 9.025 14.810
C 9.970 15.460 18.790
C 11.278 14.780 18.380
C 12.196 15.715 17.596
O 13.315 15.032 17.194
C 14.336 15.885 16.722
N 11.891 14.124 19.474
H 10.048 16.251 19.545
H 9.365 14.679 19.149
H 9.383 15.791 17.920
H 11.006 14.001 17.686
H 12.394 16.627 18.207
H 11.597 16.154 16.730
H 14.559 16.597 17.493
H 13.909 16.386 15.909
H 15.253 15.325 16.465
H 12.578 13.504 19.161
H 12.352 14.729 20.168
C 12.772 16.911 11.384
C 13.422 16.533 12.772
C 14.431 15.408 12.656
O 13.924 14.221 12.136
C 14.922 13.383 11.689
N 14.095 17.696 13.294
H 12.206 17.818 11.398
H 12.130 16.133 10.960
H 13.562 17.071 10.678
H 12.616 16.309 13.492
H 14.876 15.222 13.639
H 15.230 15.834 12.014
H 15.621 13.880 11.018
H 14.421 12.582 11.180
H 15.516 12.926 12.516
H 13.528 18.301 13.887
H 14.632 18.268 12.643
C 11.872 20.000 9.438
C 12.244 20.829 10.652
C 12.871 22.195 10.293
O 14.184 21.928 9.824
C 14.648 22.905 8.925
N 11.009 20.994 11.510
H 12.723 19.392 9.119
H 11.635 20.660 8.578
H 11.033 19.352 9.628
H 12.925 20.296 11.250
H 12.850 22.824 11.219
H 12.299 22.641 9.493
H 14.766 23.855 9.381
H 14.114 22.957 7.993
H 15.663 22.549 8.646
H 11.280 21.609 12.257
H 10.253 21.399 10.964
C 13.937 21.582 13.874
C 14.185 21.194 15.303
C 15.652 21.222 15.705
O 15.852 21.030 17.114
C 15.910 19.644 17.491
N 13.592 22.257 16.127
H 12.833 21.394 13.689
H 14.469 20.961 13.163
H 14.211 22.619 13.768
H 13.734 20.200 15.513
H 16.064 22.211 15.460
H 16.246 20.455 15.179
H 16.032 19.513 18.541
H 16.683 19.116 16.908
H 14.991 19.154 17.245
H 13.915 22.106 17.075
H 12.571 22.265 16.108
*
```

The value obtained for the HOMO energy is -8.83 eV. The molecular weight is 816.2 g mol⁻¹. Its total energy is -2717.135770 hartree. The calculation puts the frontier orbital gap at 9.2739 eV. For the energy relative to the best compared isomer or geometry (same formula, charge and spin), the calculation gives 407.2 kJ/mol. The LUMO energy comes out at 0.44 eV.

***

A 12-piece molecular cluster, C35H57F6N3O13P overall in a non-equilibrium geometry, computed with ωB97M-V/def2-TZVPD.

Geometry as ORCA input:
```
! RIJCOSX wB97M-V def2-TZVPD def2/J DEFGRID3
* xyz -1 1
P -8.748 -7.486 10.576
F -7.338 -7.964 11.186
F -8.208 -6.011 10.111
F -8.356 -8.037 9.101
F -10.260 -7.225 10.012
F -9.289 -9.048 10.863
F -9.237 -7.028 12.099
O -7.057 -0.047 13.326
C -7.587 -1.137 13.290
O -8.905 -1.287 13.547
C -9.342 -2.605 13.276
C -8.076 -3.472 12.948
C -6.991 -2.443 12.812
H -9.975 -2.492 12.396
H -9.965 -2.874 14.129
H -8.251 -4.089 12.067
H -7.819 -4.141 13.769
H -6.821 -2.302 11.745
H -6.111 -2.725 13.389
O -6.101 -1.066 7.262
C -7.000 -1.599 7.875
O -7.536 -1.117 9.082
C -8.681 -1.832 9.509
C -8.206 -3.211 8.986
C -7.642 -2.978 7.591
H -9.659 -1.521 9.141
H -8.687 -1.865 10.599
H -9.078 -3.864 8.989
H -7.406 -3.551 9.645
H -8.451 -2.875 6.868
H -6.876 -3.661 7.225
O -4.706 -10.928 14.058
C -5.756 -11.245 13.464
O -5.835 -11.243 12.152
C -7.089 -11.548 11.693
C -8.043 -11.311 12.812
C -7.129 -11.608 14.028
H -7.075 -12.494 11.152
H -7.319 -10.809 10.925
H -8.804 -12.077 12.671
H -8.617 -10.396 12.956
H -7.110 -12.678 14.235
H -7.385 -11.032 14.917
O -9.626 -12.276 10.037
C -9.851 -11.938 8.874
O -10.737 -12.556 8.051
C -10.694 -12.048 6.746
C -9.484 -11.125 6.680
C -9.250 -10.734 8.124
H -11.640 -11.517 6.635
H -10.616 -12.817 5.978
H -9.724 -10.348 5.955
H -8.608 -11.639 6.283
H -9.864 -9.861 8.343
H -8.227 -10.672 8.494
O -12.100 -12.537 13.373
C -12.395 -12.062 12.314
O -13.191 -12.769 11.471
C -13.509 -12.020 10.374
C -13.226 -10.549 10.712
C -12.077 -10.764 11.703
H -14.568 -12.076 10.124
H -12.917 -12.352 9.521
H -14.160 -10.160 11.118
H -12.873 -9.860 9.944
H -12.084 -9.999 12.478
H -11.164 -10.767 11.106
C -5.047 -9.197 9.132
O -5.147 -9.765 7.882
H -4.012 -8.940 9.357
H -5.586 -8.272 9.336
H -5.346 -9.793 9.994
H -5.910 -10.347 7.895
C -4.840 -7.654 13.158
O -5.050 -6.780 12.033
H -4.301 -8.499 12.729
H -4.310 -7.168 13.977
H -5.752 -8.138 13.508
H -5.929 -6.998 11.713
C -12.603 -5.653 12.029
O -12.439 -5.898 10.681
H -12.300 -6.551 12.568
H -12.009 -4.782 12.306
H -13.675 -5.548 12.195
H -11.615 -6.353 10.496
N -9.783 -6.469 7.265
C -10.681 -5.434 7.187
C -11.047 -5.350 5.836
C -10.280 -6.216 5.086
C -9.527 -6.939 6.011
H -9.379 -6.783 8.135
H -11.091 -4.987 8.080
H -11.803 -4.698 5.424
H -10.373 -6.327 4.016
H -8.819 -7.753 5.956
N -8.803 -6.447 14.819
C -7.767 -6.352 15.730
C -8.163 -5.615 16.803
C -9.541 -5.348 16.576
C -9.892 -5.858 15.353
H -8.758 -6.937 13.937
H -6.847 -6.897 15.581
H -7.543 -5.296 17.628
H -10.097 -4.780 17.308
H -10.754 -5.612 14.751
N -5.599 -6.016 8.156
C -5.077 -4.914 8.783
C -4.512 -4.079 7.851
C -4.679 -4.679 6.582
C -5.463 -5.885 6.785
H -6.169 -6.761 8.530
H -5.137 -4.868 9.860
H -4.054 -3.111 7.996
H -4.460 -4.347 5.577
H -5.931 -6.577 6.101
*
```

The value obtained for the HOMO energy is -6.10 eV. The molecular weight is 872.8 g mol⁻¹. Its total energy is -3451.065910 hartree. The calculation puts the frontier orbital gap at 8.0268 eV. For the energy relative to the best compared isomer or geometry (same formula, charge and spin), the calculation gives 0.0 kJ/mol. The LUMO energy comes out at 1.93 eV.

***

One molecule with the formula C7H7NO in a non-equilibrium geometry, computed with ωB97M-V/def2-TZVPD.

Geometry as ORCA input:
```
! RIJCOSX wB97M-V def2-TZVPD def2/J DEFGRID3
* xyz 0 1
C 2.511 -1.067 0.124
C 1.668 0.217 -0.021
C 0.157 0.095 -0.004
C -0.612 1.277 0.043
C -1.956 1.151 0.041
C -2.539 -0.214 -0.012
C -1.621 -1.272 -0.057
H 3.447 -0.826 0.175
H 2.144 -1.887 0.960
H 2.293 -1.944 -0.839
H -0.054 2.405 0.288
H -2.502 1.862 0.181
H -3.515 -0.425 -0.046
H -2.257 -2.346 -0.029
N -0.391 -1.177 -0.042
O 2.191 1.284 -0.134
*
```

The value obtained for the HOMO energy is -9.72 eV. The molecular weight is 121.1 g mol⁻¹. Its total energy is -400.800690 hartree. The calculation puts the frontier orbital gap at 9.4481 eV. The SMILES is CC(=O)c1ccccn1. For the energy relative to the best compared isomer or geometry (same formula, charge and spin), the calculation gives 289.1 kJ/mol. The LUMO energy comes out at -0.27 eV.